[1]
Here is a cluster of 4 separate species, C21H42ClN5 in total in a non-equilibrium geometry from OMol25. Energies are from ωB97M-V/def2-TZVPD.

The geometry in ORCA input format:
```
! RIJCOSX wB97M-V def2-TZVPD def2/J DEFGRID3
* xyz 2 1
C -3.77 0.10 -7.38
C -2.74 0.82 -6.55
C -2.38 0.00 -5.30
C -1.30 0.71 -4.50
N -0.63 -0.08 -3.41
C 0.06 -1.32 -3.96
C 1.11 -1.64 -2.91
C 1.59 -0.29 -2.38
C 0.54 0.70 -2.86
C -1.62 -0.46 -2.37
H -3.44 -0.90 -7.66
H -4.00 0.63 -8.31
H -4.69 0.09 -6.80
H -3.08 1.81 -6.25
H -1.78 0.92 -7.08
H -2.09 -1.02 -5.57
H -3.28 -0.11 -4.69
H -1.58 1.66 -4.03
H -0.53 1.09 -5.17
H -0.62 -2.16 -4.08
H 0.52 -1.08 -4.91
H 0.71 -2.25 -2.10
H 1.94 -2.19 -3.36
H 1.63 -0.33 -1.29
H 2.62 -0.13 -2.69
H 0.15 1.36 -2.09
H 0.96 1.36 -3.62
H -2.09 0.46 -2.05
H -1.08 -0.95 -1.56
H -2.37 -1.14 -2.77
C -2.23 0.28 6.56
C -1.31 1.05 5.65
N -1.96 1.39 4.35
C -3.14 2.13 4.25
C -3.49 2.15 2.96
N -2.49 1.51 2.24
C -1.58 1.08 3.12
C -2.35 1.36 0.79
H -1.65 -0.07 7.42
H -2.76 -0.54 6.09
H -2.91 0.97 7.08
H -0.44 0.49 5.33
H -1.07 2.02 6.07
H -3.68 2.43 5.13
H -4.35 2.54 2.44
H -0.69 0.53 2.84
H -2.94 2.13 0.31
H -2.60 0.32 0.56
H -1.30 1.43 0.51
C 2.98 1.25 1.09
C 2.79 0.70 2.49
N 3.67 -0.41 2.85
C 5.00 -0.25 3.14
C 5.50 -1.46 3.52
N 4.43 -2.33 3.47
C 3.36 -1.69 3.04
C 4.52 -3.72 3.89
H 3.81 1.93 0.93
H 2.04 1.70 0.77
H 3.08 0.44 0.36
H 1.77 0.32 2.63
H 2.94 1.51 3.20
H 5.48 0.70 3.00
H 6.48 -1.72 3.87
H 2.41 -2.20 2.91
H 4.63 -3.79 4.96
H 5.39 -4.15 3.38
H 3.69 -4.30 3.49
Cl 0.21 -1.37 1.06
*
```

Kohn-Sham gap   9.035 eV
E_LUMO   -4.143 eV
HOMO   -13.178 eV

---

[2]
Here is a cluster of 4 separate species, C21H42F3INO7S4 in total from OMol25. Energies are from ωB97M-V/def2-TZVPD.

The geometry in ORCA input format:
```
! RIJCOSX wB97M-V def2-TZVPD def2/J DEFGRID3
* xyz 1 1
O 1.85 -1.06 -2.52
C 2.00 -2.21 -3.31
C 1.05 -2.22 -4.53
N -0.29 -1.60 -4.25
C -0.96 -2.16 -3.02
C -2.43 -2.58 -3.27
C -3.40 -2.12 -2.18
S -3.83 -3.39 -0.96
C -0.23 -0.08 -4.30
C -1.61 0.60 -4.23
C -1.91 1.08 -2.81
I -1.13 3.00 -2.37
C 3.45 -2.21 -3.83
F 4.27 -2.69 -2.91
F 3.85 -0.98 -4.15
F 3.56 -2.98 -4.93
H 1.47 -1.27 -1.66
H 1.91 -3.13 -2.74
H 1.48 -1.72 -5.39
H 0.86 -3.25 -4.82
H -0.89 -1.87 -5.04
H -0.40 -3.03 -2.70
H -0.90 -1.43 -2.23
H -2.47 -3.67 -3.33
H -2.77 -2.21 -4.24
H -4.36 -1.88 -2.64
H -3.05 -1.21 -1.68
H -2.58 -3.80 -0.69
H 0.24 0.16 -5.25
H 0.39 0.24 -3.47
H -2.43 -0.01 -4.62
H -1.54 1.46 -4.90
H -2.97 1.10 -2.58
H -1.40 0.47 -2.08
C -0.59 0.58 2.98
C 0.88 0.15 2.88
C 1.01 -0.76 1.65
S -0.28 -0.23 0.52
O -1.22 -1.31 0.31
O 0.31 0.38 -0.66
C -0.99 1.02 1.58
H -0.72 1.39 3.70
H -1.21 -0.26 3.30
H 1.52 1.02 2.75
H 1.22 -0.37 3.77
H 1.97 -0.66 1.16
H 0.82 -1.80 1.89
H -2.07 1.05 1.42
H -0.53 1.97 1.30
C -4.75 3.29 5.12
C -5.60 2.33 5.96
C -5.27 0.90 5.49
S -3.58 0.96 4.88
O -3.61 0.70 3.46
O -2.71 0.22 5.75
C -3.34 2.72 5.13
H -4.77 4.30 5.53
H -5.13 3.34 4.10
H -5.35 2.44 7.01
H -6.67 2.53 5.85
H -5.32 0.17 6.29
H -5.90 0.59 4.66
H -2.70 3.10 4.34
H -2.86 2.84 6.10
C 6.73 0.56 0.13
C 5.60 0.62 -0.90
C 4.27 0.59 -0.13
S 4.62 1.33 1.48
O 4.43 0.31 2.49
O 3.95 2.59 1.59
C 6.37 1.57 1.21
H 7.70 0.78 -0.32
H 6.79 -0.44 0.56
H 5.67 1.55 -1.47
H 5.65 -0.20 -1.61
H 3.49 1.18 -0.61
H 3.93 -0.42 0.04
H 6.90 1.43 2.15
H 6.50 2.60 0.86
*
```

Kohn-Sham gap   8.980 eV
E_LUMO   -2.487 eV
HOMO   -11.467 eV

---

[3]
Here is a cluster of 3 separate species, C21H42IN2O8P in total in a non-equilibrium geometry from OMol25. Energies are from ωB97M-V/def2-TZVPD.

The geometry in ORCA input format:
```
! RIJCOSX wB97M-V def2-TZVPD def2/J DEFGRID3
* xyz 0 1
C -0.20 -0.56 2.23
C 0.45 -1.98 2.30
C -0.45 -2.92 3.13
C -1.43 -3.86 2.38
C -2.28 -3.24 1.23
C -3.19 -2.18 1.73
C -4.29 -2.30 2.51
P -5.18 -3.80 3.06
O -4.15 -5.02 2.59
I -5.24 -3.73 5.53
C -4.54 -0.90 2.95
O -4.98 -0.59 3.99
O -3.89 0.07 2.19
C -3.15 -0.73 1.33
O -2.82 -0.36 0.26
H -0.50 -0.38 1.19
H -1.05 -0.53 2.92
H 0.46 0.24 2.54
H 1.42 -1.86 2.79
H 0.64 -2.39 1.31
H 0.24 -3.64 3.61
H -0.91 -2.43 3.98
H -2.10 -4.19 3.17
H -0.89 -4.75 2.05
H -1.54 -2.85 0.53
H -2.81 -4.07 0.75
H -4.44 -5.78 3.12
C 5.23 0.43 -2.75
O 5.60 -0.91 -3.03
C 6.68 -1.40 -2.24
C 6.21 -2.42 -1.22
N 5.42 -1.79 -0.16
C 4.70 -2.73 0.69
C 3.67 -3.66 0.05
O 2.51 -3.00 -0.43
C 2.64 -2.41 -1.72
H 4.56 0.76 -3.54
H 4.70 0.51 -1.79
H 6.10 1.08 -2.73
H 7.24 -0.58 -1.77
H 7.36 -1.90 -2.94
H 7.08 -2.90 -0.77
H 5.64 -3.18 -1.76
H 4.75 -1.17 -0.59
H 4.18 -2.13 1.44
H 5.43 -3.34 1.23
H 3.31 -4.33 0.83
H 4.10 -4.30 -0.73
H 3.30 -2.98 -2.37
H 2.99 -1.37 -1.63
H 1.65 -2.37 -2.17
C -4.07 2.61 -0.39
O -4.37 3.96 -0.71
C -3.83 4.91 0.19
C -2.69 5.68 -0.44
N -1.51 4.84 -0.63
C -0.48 5.42 -1.48
C -0.84 5.77 -2.93
O -1.08 4.65 -3.76
C -2.38 4.09 -3.67
H -4.70 1.97 -1.00
H -3.03 2.37 -0.62
H -4.27 2.39 0.66
H -3.52 4.44 1.14
H -4.63 5.61 0.42
H -2.42 6.52 0.21
H -3.05 6.09 -1.39
H -1.80 3.96 -1.03
H 0.34 4.70 -1.51
H -0.09 6.32 -0.99
H 0.03 6.27 -3.36
H -1.67 6.49 -3.00
H -3.14 4.85 -3.48
H -2.42 3.32 -2.89
H -2.60 3.61 -4.62
*
```

Kohn-Sham gap   7.341 eV
Relative energy (zero: lowest compared OMol25 entry of this formula, charge and spin)   86.5 kJ/mol
Structure (SMILES)   CCCCCC1=C(P(O)I)C(=O)OC1=O.COCCNCCOC.COCCNCCOC
E_LUMO   -1.161 eV
HOMO   -8.502 eV

---

[4]
Here is a cluster of 4 separate species, C21H42IN3O6 in total in a non-equilibrium geometry from OMol25. Energies are from ωB97M-V/def2-TZVPD.

The geometry in ORCA input format:
```
! RIJCOSX wB97M-V def2-TZVPD def2/J DEFGRID3
* xyz 0 1
C -2.06 1.17 2.23
C -1.58 1.18 1.13
C -0.66 1.11 -0.02
C -0.04 -0.32 -0.20
I -0.10 -0.75 -2.31
O -0.80 -1.23 0.59
C -0.10 -1.58 1.72
O -0.54 -1.82 2.78
O 1.23 -1.57 1.38
C 1.38 -0.58 0.38
C 2.20 0.60 0.93
C 1.66 1.24 2.19
C 2.45 1.44 3.30
H -2.33 1.13 3.26
H 0.08 1.91 0.02
H -1.28 1.31 -0.90
H 1.96 -1.03 -0.43
H 3.18 0.18 1.22
H 2.43 1.35 0.17
H 0.60 1.53 2.27
H 2.67 2.47 3.59
H 2.82 0.63 3.92
C -1.48 -7.58 0.48
O -0.83 -6.43 0.97
C -1.30 -5.20 0.45
C -2.56 -4.65 1.15
C -3.84 -5.37 0.74
N -2.44 -4.70 2.61
H -1.78 -7.47 -0.57
H -2.36 -7.83 1.09
H -0.79 -8.42 0.55
H -0.49 -4.49 0.61
H -1.45 -5.28 -0.63
H -2.66 -3.61 0.85
H -3.94 -6.35 1.20
H -4.71 -4.78 1.05
H -3.90 -5.49 -0.34
H -1.63 -4.14 2.90
H -2.18 -5.65 2.87
C 2.76 0.64 -6.00
O 2.45 -0.20 -4.91
C 2.89 -1.54 -5.05
C 4.36 -1.77 -4.66
C 5.35 -1.30 -5.72
N 4.70 -1.14 -3.38
H 2.72 0.11 -6.95
H 3.74 1.10 -5.87
H 2.02 1.45 -6.02
H 2.27 -2.13 -4.36
H 2.68 -1.92 -6.06
H 4.50 -2.85 -4.56
H 5.46 -0.21 -5.73
H 6.34 -1.71 -5.53
H 5.05 -1.62 -6.72
H 4.10 -1.53 -2.66
H 4.41 -0.17 -3.44
C -1.01 4.59 2.63
O -1.68 5.18 1.54
C -3.03 5.53 1.79
C -3.22 6.89 2.49
C -2.92 6.84 3.99
N -2.41 7.94 1.88
H -1.68 3.96 3.23
H -0.55 5.35 3.26
H -0.21 3.96 2.23
H -3.50 5.60 0.80
H -3.55 4.73 2.32
H -4.27 7.16 2.39
H -1.85 6.81 4.19
H -3.31 7.73 4.48
H -3.38 5.97 4.46
H -2.68 8.03 0.90
H -1.45 7.60 1.83
*
```

Kohn-Sham gap   8.052 eV
Structure (SMILES)   C#CC[C@]1(I)OC(=O)O[C@@H]1CC=C.COC[C@@H](C)N.COC[C@@H](C)N.COC[C@@H](C)N
E_LUMO   -0.201 eV
HOMO   -8.253 eV

---

[5]
Here is a structure of composition C21H42N2O3PPtS in a non-equilibrium geometry from OMol25. Energies are from ωB97M-V/def2-TZVPD.

The geometry in ORCA input format:
```
! RIJCOSX wB97M-V def2-TZVPD def2/J DEFGRID3
* xyz 1 3
Pt -1.00 -1.65 0.88
N -2.90 -1.45 1.89
N -2.76 -0.48 2.90
C -1.50 -0.17 3.42
O -1.51 0.66 4.33
O -0.49 -0.88 2.92
H -3.52 -1.15 1.12
H -3.22 -2.37 2.21
H -3.54 0.13 3.01
O -1.26 0.32 0.34
P -0.15 0.80 -0.61
C -0.14 0.00 -2.23
C -0.82 -1.41 -2.29
C 0.07 -2.57 -2.74
C 0.90 -2.25 -4.05
C 1.18 -0.80 -4.23
C 1.22 0.06 -2.94
C 1.43 0.59 0.40
C 1.29 1.04 1.87
C 2.62 1.13 2.63
C 3.67 0.17 2.10
C 3.04 -1.09 1.57
C 2.02 -0.85 0.42
C -0.37 2.63 -1.18
C 0.02 3.72 -0.18
C -1.08 4.34 0.70
C -2.31 4.84 -0.13
C -2.83 3.67 -0.98
C -1.76 3.01 -1.90
H -0.81 0.60 -2.84
H -1.65 -1.37 -3.00
H -1.38 -1.61 -1.29
H -0.57 -3.44 -2.83
H 0.76 -2.85 -1.87
H 0.40 -2.70 -4.98
H 1.79 -2.89 -3.92
H 0.37 -0.40 -4.90
H 2.08 -0.65 -4.77
H 1.49 1.14 -3.20
H 2.09 -0.34 -2.38
H 2.13 1.29 -0.06
H 0.59 0.35 2.34
H 0.75 2.04 1.95
H 2.44 1.06 3.72
H 3.00 2.22 2.54
H 4.40 -0.16 2.88
H 4.23 0.71 1.30
H 2.53 -1.67 2.37
H 3.87 -1.73 1.19
H 1.15 -1.60 0.49
H 2.51 -1.15 -0.52
H 0.37 2.75 -1.99
H 0.51 4.56 -0.75
H 0.89 3.43 0.45
H -0.63 5.19 1.33
H -1.47 3.66 1.44
H -1.93 5.66 -0.79
H -3.05 5.24 0.52
H -3.65 4.08 -1.58
H -3.23 2.91 -0.30
H -1.67 3.73 -2.75
H -2.27 2.04 -2.21
C -0.60 -4.13 3.01
S -1.23 -3.85 1.34
C 0.08 -4.72 0.32
H -1.37 -4.66 3.49
H -0.39 -3.16 3.54
H 0.23 -4.82 3.09
H 0.34 -4.09 -0.55
H -0.30 -5.67 -0.08
H 0.88 -4.99 0.99
*
```

Kohn-Sham gap (spin up / spin down)   8.578 / 7.797 eV
Relative energy (zero: lowest compared OMol25 entry of this formula, charge and spin)   208.9 kJ/mol
E_LUMO (spin up / spin down)   -2.476 / -4.392 eV
Expectation value of S²   2.008
HOMO (spin up / spin down)   -11.054 / -12.189 eV

---

[6]
Here is a structure of composition C21H42N4O7ReS in a non-equilibrium geometry from OMol25. Energies are from ωB97M-V/def2-TZVPD.

The geometry in ORCA input format:
```
! RIJCOSX wB97M-V def2-TZVPD def2/J DEFGRID3
* xyz 2 2
Re 0.57 0.26 -1.41
C 2.03 0.28 2.92
C 2.18 1.08 1.63
C 1.56 2.51 1.79
C 0.02 2.89 1.83
C -0.65 2.92 3.20
C -0.10 4.28 1.21
N -0.63 1.89 0.92
C -2.00 1.99 0.34
C -2.42 0.67 -0.32
N -1.65 0.12 -1.51
C -1.95 1.02 -2.67
C -1.00 0.71 -3.83
O -1.31 0.75 -4.97
O 0.21 0.39 -3.35
C -2.14 -1.31 -1.88
C -2.88 -2.08 -0.79
C -1.12 -2.22 -2.62
C 0.15 -2.85 -2.00
C -0.05 -3.66 -0.73
C 0.72 -3.80 -3.07
N 1.14 -1.72 -1.82
C 2.40 -1.89 -1.00
C 2.45 -1.08 0.32
N 2.02 0.37 0.25
C 2.86 1.16 -0.72
C 2.14 2.48 -1.15
O 2.74 3.49 -1.31
O 0.83 2.30 -1.29
H 2.71 0.78 3.63
H 2.37 -0.75 2.83
H 0.76 -0.05 4.33
H 3.26 1.29 1.64
H 2.00 3.14 1.02
H 1.99 2.88 2.72
H -0.04 3.49 3.89
H -0.78 1.93 3.61
H -1.61 3.42 3.13
H 0.49 4.99 1.81
H -1.13 4.63 1.22
H 0.28 4.32 0.19
H -0.03 2.00 0.10
H -0.51 0.92 1.31
H -2.02 2.83 -0.36
H -2.73 2.19 1.12
H -3.45 0.80 -0.66
H -2.40 -0.09 0.44
H -1.75 2.06 -2.39
H -2.99 0.94 -2.99
H -2.89 -1.13 -2.66
H -2.29 -2.26 0.10
H -3.15 -3.05 -1.21
H -3.82 -1.59 -0.52
H -0.79 -1.70 -3.53
H -1.72 -3.05 -2.99
H -0.97 -4.24 -0.80
H -0.11 -3.03 0.14
H 0.77 -4.36 -0.58
H 0.08 -4.67 -3.16
H 1.71 -4.16 -2.78
H 0.79 -3.32 -4.04
H 1.46 -1.57 -2.78
H 3.25 -1.63 -1.64
H 2.54 -2.93 -0.72
H 3.48 -1.14 0.69
H 1.79 -1.56 1.03
H 3.07 0.58 -1.63
H 3.84 1.42 -0.31
C -1.77 -1.18 3.28
S -0.74 -1.98 1.97
O 0.73 0.33 3.44
O 0.47 -2.50 2.60
O -0.43 -0.82 1.01
H -1.70 -1.83 4.15
H -2.79 -1.15 2.91
H -1.38 -0.19 3.49
*
```

Kohn-Sham gap (spin up / spin down)   7.160 / 4.540 eV
Relative energy (zero: lowest compared OMol25 entry of this formula, charge and spin)   43.9 kJ/mol
E_LUMO (spin up / spin down)   -6.847 / -9.451 eV
Expectation value of S²   0.757
HOMO (spin up / spin down)   -14.007 / -13.992 eV

---

no.,electronic energy (hartree)
1,-1558.8550
2,-3596.6017
3,-2175.7385
4,-1738.5007
5,-2019.1659
6,-2046.8791